The following is a quantum chemistry calculation of C45H43BBrF4N12O3Ru as an isolated structure in a non-equilibrium geometry, from the OMol25 dataset.

Structure (XYZ):
```
110
Properties=species:S:1:pos:R:3
Ru -0.606 0.290 0.034
C 0.337 -3.374 0.513
C -1.039 -2.856 0.713
C -2.096 -3.498 1.385
C -3.140 -2.609 1.401
C -4.456 -2.746 2.056
N -2.746 -1.500 0.686
N -1.446 -1.672 0.281
B -3.622 -0.487 0.172
N -3.274 0.205 -1.038
N -1.997 0.415 -1.480
C -2.062 0.817 -2.739
C -0.881 1.138 -3.568
C -3.411 0.866 -3.139
C -4.158 0.512 -2.044
C -5.627 0.404 -1.926
N -2.043 1.679 1.197
N -0.845 2.154 0.824
C -0.411 3.052 1.737
C 0.901 3.747 1.712
C -1.396 3.164 2.712
C -2.399 2.241 2.351
C -3.653 1.911 3.063
H 0.611 -4.016 1.346
H 1.056 -2.556 0.458
H 0.392 -3.992 -0.384
H -2.080 -4.470 1.832
H -4.431 -3.587 2.741
H -5.240 -2.924 1.321
H -4.710 -1.850 2.619
H -4.690 -0.369 0.611
H 0.012 1.188 -2.948
H -1.040 2.097 -4.055
H -0.753 0.389 -4.350
H -3.769 1.143 -4.108
H -6.086 0.783 -2.833
H -6.010 0.980 -1.088
H -5.936 -0.631 -1.792
H 1.686 3.076 2.065
H 0.867 4.594 2.392
H 1.164 4.087 0.714
H -1.378 3.790 3.583
H -3.741 2.501 3.972
H -3.676 0.850 3.314
H -4.510 2.129 2.427
C 2.910 1.147 0.240
O 2.044 0.397 -0.601
C 2.498 0.147 -1.863
C 3.663 0.668 -2.407
C 4.034 0.310 -3.700
Br 5.652 1.005 -4.408
C 3.253 -0.535 -4.462
C 2.074 -1.062 -3.926
C 1.702 -0.725 -2.621
O 0.543 -1.230 -2.034
C 1.299 -1.959 -4.749
N 1.711 -2.416 -5.916
C 0.730 -3.213 -6.387
C 0.636 -3.932 -7.587
C -0.526 -4.634 -7.816
C -1.573 -4.651 -6.887
C -1.507 -3.949 -5.689
C -0.348 -3.237 -5.451
N 0.054 -2.417 -4.428
H 3.888 0.667 0.293
H 2.445 1.146 1.224
H 3.014 2.172 -0.121
H 4.306 1.333 -1.855
H 3.525 -0.817 -5.465
H 0.794 -1.952 -1.439
H 1.455 -3.927 -8.287
H -0.636 -5.192 -8.731
H -2.457 -5.228 -7.108
H -2.328 -3.959 -4.989
H -0.453 -2.159 -3.595
F 1.860 -0.193 6.786
C 1.161 -1.195 6.268
C 1.111 -2.409 6.942
F 1.741 -2.513 8.104
C 0.477 -3.545 6.385
C -0.213 -3.335 5.169
C -0.186 -2.119 4.530
F -0.884 -1.973 3.384
C 0.544 -1.024 5.018
C 0.663 0.166 4.208
C 0.463 0.099 2.861
N 0.375 0.023 1.695
C 0.958 1.446 4.705
N 1.160 2.524 5.042
F -0.914 -4.323 4.602
C 0.588 -4.847 6.957
C 1.010 -5.087 8.269
N 1.332 -5.331 9.344
C 0.344 -5.990 6.187
N 0.193 -6.925 5.534
C 1.023 3.742 -2.059
C -0.294 4.448 -1.776
O -1.300 3.465 -1.617
C -2.577 3.983 -1.307
C -3.303 4.563 -2.519
H 1.856 4.416 -1.880
H 1.061 3.403 -3.092
H 1.089 2.876 -1.396
H -0.546 5.131 -2.598
H -0.233 5.051 -0.859
H -2.489 4.743 -0.520
H -3.147 3.137 -0.912
H -2.731 5.376 -2.960
H -4.263 4.954 -2.201
H -3.459 3.791 -3.270
```

Calculated values
- LUMO (spin up / spin down): -6.12 / -9.31 eV
- Kohn-Sham gap (spin up / spin down): 0.2099 / 0.0928 hartree
- Energy relative to the best compared isomer or geometry (same formula, charge and spin): 78.9 kcal per mole
- E: -5715.93809 Ha
- 2S+1: 6
- Net charge: +2

Löwdin atomic charge list, values in e, 8 entries:
1 Ru 1.53
2 C 0.01
3 C -0.30
4 C 0.05
5 C -0.23
6 C 0.01
7 N 0.04
8 N -0.01